1.
16
Properties=species:S:1:pos:R:3:forces:R:3 method="wB97M-V/def2-TZVPD" e_homo_ev="-6.290 / -10.113" de_lowest_ev=1.940 molar_mass_g_mol=120.09 spin_multiplicity=3 lumo_energy_ev="0.9 / -0.2" energy_ha=-649.4250 total_charge=0 fmax_ev_per_a=4.89 orbital_gap_ev="7.199 / 9.954"
H 1.032787 1.165970 -0.682756 1.706 -0.673 -0.807
H -0.324129 2.406554 -2.158184 -0.365 -0.504 -0.524
O -0.015697 2.420172 0.424867 0.514 1.866 0.426
C 0.121912 -2.128512 1.099695 -1.489 -0.958 0.952
P 1.368803 -2.921787 2.108068 0.490 0.089 -1.567
C 0.033948 1.256797 -0.393497 -1.950 1.302 -0.863
O 0.388147 -0.912406 0.665044 2.945 1.689 -0.444
H -0.889424 0.691029 -2.125637 0.408 -3.661 -3.223
H -1.508459 -0.010482 0.417885 -0.138 -0.587 0.396
H -0.907709 -2.358890 1.252393 -0.851 -0.223 -0.082
H -1.865390 1.785140 -1.544767 -1.220 0.814 1.051
C -0.844369 1.569701 -1.675970 2.299 2.435 2.768
H 0.337503 3.219205 -0.080104 -0.711 -1.800 0.869
H 1.184791 -3.998366 1.166687 0.632 -0.219 0.676
C -0.438931 0.044528 0.279160 -2.221 1.146 -0.363
H 2.326217 -2.228654 1.247117 -0.049 -0.717 0.737


2.
19
Properties=species:S:1:pos:R:3:forces:R:3 method="wB97M-V/def2-TZVPD" e_homo_ev="-8.808 / -8.756" de_lowest_ev=2.717 molar_mass_g_mol=138.28 spin_multiplicity=2 lumo_energy_ev="-0.5 / -2.4" energy_ha=-1010.5716 total_charge=0 fmax_ev_per_a=3.98 orbital_gap_ev="8.311 / 6.341"
H 1.750541 0.677524 3.828166 -0.320 -0.936 0.513
C -1.676510 -0.189189 -2.616882 -0.401 0.630 -0.718
H 0.769628 2.718718 3.144553 0.334 0.092 0.102
H -0.036374 0.341628 3.338089 0.403 -0.295 0.759
C 1.400434 -0.373201 1.941750 -0.503 0.060 -0.191
H 0.526335 -0.705171 1.324999 0.556 0.650 0.281
N 0.894404 1.968150 2.493308 -0.739 -1.131 -0.760
S -1.514634 -0.345971 -0.810618 3.747 1.291 -0.354
H 1.698119 -1.325431 2.376866 0.564 -0.021 -0.003
H -2.343916 -2.140008 -3.332113 0.332 0.500 -0.451
H 1.608737 2.058023 1.787268 0.125 0.818 0.316
H -1.069439 0.631825 -2.995136 0.686 -0.226 0.342
C -1.464821 -1.470770 -3.434786 -0.178 -0.324 1.811
H -1.215811 -1.229305 -4.466497 0.037 -0.344 0.047
C 0.985364 0.606134 3.055313 -0.077 1.515 -1.141
H 0.375360 0.209424 -0.716773 -3.711 -1.139 -0.197
H -0.686198 -2.009238 -2.863479 0.126 0.080 -0.957
H -2.635060 0.279242 -2.840982 -0.555 -0.408 0.409
S 2.633842 0.297618 0.786955 -0.426 -0.812 0.190


3.
14
Properties=species:S:1:pos:R:3:forces:R:3 method="wB97M-V/def2-TZVPD" e_homo_ev="-8.582 / -8.879" de_lowest_ev=7.933 molar_mass_g_mol=97.12 lumo_energy_ev="0.1 / -0.9" energy_ha=-324.4329 total_charge=0 fmax_ev_per_a=4.66 orbital_gap_ev="8.701 / 7.974"
H 0.956691 -2.302174 -1.407131 0.785 0.395 -0.152
N 0.037633 2.208200 1.312176 0.410 1.246 1.893
H 2.624772 -1.521228 -1.510086 2.465 2.561 -1.678
O -0.807997 2.427489 0.264723 0.613 0.375 -0.253
H 2.233478 -2.772537 -0.291311 0.977 -1.111 1.728
C -0.864889 1.228801 -0.395744 -0.950 -1.235 -1.266
C -0.276291 0.158176 0.400621 -1.596 0.194 -0.288
C -1.823345 0.173798 0.073303 1.691 -0.387 1.172
H 0.843757 0.585881 2.275991 0.315 0.280 0.143
H -2.188491 -0.583238 -0.578382 -0.098 -0.221 -0.747
H -2.471257 0.347592 0.920492 0.065 0.265 0.107
C 2.003021 -2.167662 -1.087552 -4.305 -1.774 0.137
C 0.297548 0.962934 1.430934 -0.070 -0.898 0.520
H -0.564631 1.253969 -1.408036 -0.301 0.310 -1.317


4.
25
Properties=species:S:1:pos:R:3:forces:R:3 method="wB97M-V/def2-TZVPD" e_homo_ev=-8.865 de_lowest_ev=0.215 molar_mass_g_mol=167.21 lumo_energy_ev=0.6 energy_ha=-555.9958 total_charge=0 smiles="Cc1ccc(O)cc1.CC(N)=O" fmax_ev_per_a=1.77 orbital_gap_ev=9.442
C 0.734813 2.137640 1.699422 0.140 0.106 0.390
C 0.305767 -1.544476 0.319866 1.349 -0.011 -1.138
H 0.749691 0.996111 3.381780 -0.056 -0.250 -0.268
H 0.495956 2.832701 -0.350556 0.102 0.010 0.220
C -0.043042 2.281069 0.417759 -0.079 -0.172 -0.170
H 2.187283 -0.271745 -2.909293 0.139 0.267 0.006
O -1.718555 -1.726770 1.497588 -0.098 0.126 0.114
C -1.729732 -1.015149 -0.822780 -0.177 -0.138 0.006
O 1.552171 2.939075 2.106488 -0.051 0.197 -0.147
H 0.952180 -1.772656 1.142761 -0.484 -0.431 0.796
C -1.016566 -0.754541 -1.991186 -0.509 0.389 0.964
H 1.260202 -1.255571 -3.960915 -0.259 -0.215 -0.035
H 0.799483 0.413554 -3.759636 -0.182 0.013 0.290
H -0.180611 0.323822 2.035975 -0.104 -0.127 0.328
H -0.277953 1.286854 0.053367 -0.114 -0.142 -0.314
C 1.026132 -1.289888 -0.852874 -1.111 -0.492 -0.340
H -2.668624 -1.553687 1.438429 0.285 -0.022 -0.200
H -2.805042 -0.840828 -0.759349 0.185 -0.150 -0.208
C 0.363536 -0.866152 -2.003123 0.317 0.331 -0.761
H 2.067045 -1.583668 -0.947392 0.082 0.548 0.388
C -1.070395 -1.447275 0.318421 -0.156 0.234 0.475
C 1.164404 -0.461822 -3.220575 0.415 -0.416 -0.074
H -1.587253 -0.356743 -2.816903 0.214 -0.050 -0.324
N 0.414428 1.028792 2.429641 0.033 0.359 -0.088
H -0.992457 2.786156 0.613385 0.119 0.036 0.088


5.
53
Properties=species:S:1:pos:R:3:forces:R:3 method="wB97M-V/def2-TZVPD" e_homo_ev=-10.298 de_lowest_ev=0.000 molar_mass_g_mol=351.47 lumo_energy_ev=-4.7 energy_ha=-1114.2522 total_charge=+1 fmax_ev_per_a=2.01 orbital_gap_ev=5.629
H 1.442071 0.364211 5.108778 0.429 0.096 0.309
C -1.029797 -1.837944 1.010732 -0.139 0.135 0.293
H 3.825035 -0.637560 4.532550 0.084 -0.163 0.400
H 2.300388 2.660941 4.258431 0.192 -0.048 0.139
C -0.102499 -1.391170 1.988442 -0.140 -0.526 -0.159
C 0.273593 -0.011180 2.063323 -1.064 0.025 -0.265
H -2.009645 -5.787490 0.074865 -0.064 -0.021 0.260
C -1.491665 -3.140328 0.972434 0.113 -0.417 0.357
H 4.641609 0.861544 6.988108 0.136 0.077 -0.201
C -2.027370 0.952316 1.596216 -0.328 1.298 0.026
H -2.666784 0.077156 1.626488 -0.006 0.304 0.140
C 0.395928 -2.349956 2.912389 0.241 0.284 -0.182
O 2.108672 -1.910666 5.952571 -0.377 -0.875 0.251
H 1.273988 0.268345 2.392962 -0.125 -0.116 0.178
C 0.869230 4.540913 1.578382 -0.088 -0.501 0.027
C -2.431974 -5.826678 1.087947 0.196 0.188 0.134
C 3.500174 -0.099367 5.446100 0.468 -0.552 -0.296
C 0.915055 3.137049 1.680023 0.118 0.565 -0.104
H 5.583620 0.536910 5.510179 -0.131 0.206 0.140
H 2.113651 2.608833 6.012535 0.141 -0.014 -0.195
N 2.386114 0.729242 5.107012 -0.745 -0.103 -0.662
H -4.494509 2.170033 2.222385 0.261 0.147 -0.184
H 1.803000 5.106040 1.611871 -0.347 -0.161 0.000
H -4.393351 2.057215 0.453510 0.254 0.159 0.173
H 4.055379 -1.736083 6.711424 -0.333 0.073 0.115
C -0.070897 -3.642436 2.916988 -0.433 -0.260 -0.330
C 2.641942 2.134603 5.163933 -0.137 0.836 0.657
H 2.805291 -0.615752 7.418621 0.207 -0.176 -0.149
H 1.853445 2.588634 1.778669 -0.144 0.362 0.011
C -1.567144 4.517958 1.366456 0.460 0.261 0.025
H -2.205076 -3.451974 0.202309 0.386 0.160 0.357
C -1.035044 -4.057128 1.957765 -0.306 -0.170 -0.075
H -2.618548 -6.862230 1.374373 0.021 0.210 -0.075
H 4.664121 2.443303 4.415152 -0.057 0.106 0.125
O -1.481246 -5.336373 2.059741 0.252 0.909 -0.348
H -0.360648 6.310308 1.380286 0.005 -0.291 -0.019
H -2.528311 5.018545 1.252021 0.389 0.029 0.018
H 1.933011 -2.667226 6.535035 0.028 0.380 -0.262
C -0.614169 1.017670 1.759929 0.508 0.112 -0.286
C -3.945478 2.525517 1.339817 -0.650 -0.078 -0.021
C -0.277234 2.433386 1.633552 -0.595 0.463 0.172
C 4.170113 2.246138 5.371448 0.001 -0.196 -0.343
H -4.064692 3.607623 1.263384 0.023 -0.270 0.017
N -2.534106 2.203609 1.447435 0.651 -1.896 0.110
C 4.612011 0.866712 5.889281 -0.457 -0.178 0.345
H -1.402271 -1.125164 0.276464 0.264 -0.261 -0.007
C 3.153160 -1.134040 6.508469 0.458 0.528 -0.298
H 4.430724 3.038765 6.074583 -0.019 -0.008 -0.199
C -0.353847 5.222795 1.435879 -0.187 -0.469 0.008
H -3.366652 -5.251339 1.127343 0.228 -0.133 0.045
H 0.269591 -4.369427 3.653348 -0.068 0.198 -0.209
H 1.131384 -2.032121 3.653228 -0.153 -0.142 -0.079
C -1.490178 3.138265 1.460060 0.580 -0.085 0.116


6.
43
Properties=species:S:1:pos:R:3:forces:R:3 method="wB97M-V/def2-TZVPD" e_homo_ev="-14.949 / -14.990" molar_mass_g_mol=590.30 spin_multiplicity=3 lumo_energy_ev="-7.2 / -9.1" energy_ha=-4002.1751 total_charge=+2 fmax_ev_per_a=0.75 orbital_gap_ev="7.725 / 5.846"
H -3.767749 -1.919835 -1.922436 -0.034 0.001 0.030
H -2.631985 3.663916 -0.687709 -0.032 0.011 -0.005
N -3.689792 -0.230533 0.282780 -0.340 -0.162 -0.099
C 3.248431 -4.079792 0.089576 0.155 -0.093 -0.017
Au 0.725976 0.285925 0.098308 -0.610 -0.397 -0.178
C 0.688449 3.468435 0.105722 -0.090 -0.109 -0.050
H -3.558381 -2.288007 0.555520 0.072 -0.027 0.067
C 3.316525 4.134740 0.384514 0.086 -0.143 0.069
C -4.280105 -1.574877 0.164727 0.026 0.049 -0.101
C 2.415389 5.136868 0.124857 -0.057 0.138 -0.027
H 3.804714 -5.008385 0.139937 -0.002 0.035 -0.019
N -0.963772 1.784681 0.129032 0.300 0.416 -0.182
H 3.546250 2.028714 0.733116 0.096 -0.165 -0.078
N 1.857436 -1.683433 -0.002891 0.250 0.331 0.055
C 1.072129 4.798152 0.006161 -0.039 0.017 0.006
C 2.857163 2.816031 0.484740 -0.092 0.104 0.086
S -1.249054 -1.084447 -0.314392 -0.181 0.244 0.019
H -4.318292 0.552163 0.433092 0.015 -0.001 0.005
C 3.911552 -2.892614 -0.166492 0.026 -0.189 0.035
H -5.114043 -2.887737 -1.309202 0.021 0.042 -0.004
C 3.176773 -1.731404 -0.231211 -0.191 0.083 -0.183
C -1.821387 4.078067 -0.095761 0.048 -0.079 -0.018
H -5.360296 -1.177966 -1.677450 0.007 -0.036 0.014
H 0.175549 -2.818184 0.429770 0.084 0.028 0.016
H 0.339000 -5.480461 -0.310982 0.039 0.010 0.011
H 4.370151 4.341902 0.517284 -0.032 -0.029 0.007
H -5.156275 -1.592506 0.808087 0.002 0.051 0.029
H 0.336100 5.570588 -0.157383 0.052 -0.023 -0.001
Br 4.043942 -0.176379 -0.809995 -0.042 0.210 0.031
H -2.223397 4.284579 0.902913 0.016 -0.014 -0.027
C 1.872905 -4.083548 0.259577 -0.128 -0.175 0.032
C 1.081423 -5.348257 0.477847 0.027 0.110 0.035
C -4.649121 -1.902237 -1.279538 0.020 0.052 0.034
H 2.730655 6.168353 0.029432 -0.010 -0.054 0.020
H -1.497665 5.015012 -0.534293 0.011 -0.020 0.009
C -2.441030 0.085071 0.074855 0.261 -0.170 -0.118
C 1.236514 -2.855576 0.228185 -0.075 0.157 0.241
H 0.551582 -5.323490 1.432214 0.045 0.018 -0.036
H 1.731559 -6.221141 0.476679 -0.007 0.042 -0.001
C -0.717726 3.091913 0.027870 0.121 -0.135 0.117
N 1.590822 2.471389 0.316055 0.225 0.044 0.050
N -2.218228 1.449906 0.121890 -0.057 -0.167 0.147
H 4.977309 -2.865579 -0.335014 0.011 -0.007 -0.022


7.
15
Properties=species:S:1:pos:R:3:forces:R:3 method="wB97M-V/def2-TZVPD" e_homo_ev="-14.763 / -12.530" de_lowest_ev=8.713 molar_mass_g_mol=94.14 lumo_energy_ev="-5.2 / -7.2" energy_ha=-287.6360 total_charge=+1 fmax_ev_per_a=4.07 orbital_gap_ev="9.594 / 5.336"
H 2.010583 -0.276458 0.402826 2.160 -0.397 2.245
H 1.927985 -0.339516 -1.282295 -0.232 -0.414 -1.157
C -0.086045 1.418687 -0.389938 -0.042 -2.029 0.803
C -1.845510 -1.160061 0.561365 0.252 0.664 -1.394
H 1.778459 2.336944 0.348457 -0.472 -0.492 -1.012
H 0.076802 -1.979341 -0.090616 -0.491 2.269 1.116
N 0.188626 0.158573 -0.113199 -0.455 1.459 -1.141
C 1.588654 0.165438 -0.415626 -0.091 3.567 -1.010
H 1.708148 2.262141 -1.502400 -0.271 -0.156 0.556
H -1.890064 -2.171836 0.854599 -0.991 -1.298 0.645
C -2.837011 -0.444733 0.195337 0.547 1.316 0.204
C -0.291089 -0.997028 0.469901 -2.650 -2.743 -1.424
H -0.112312 -1.080211 1.510123 1.198 0.123 1.094
C 1.390329 1.790342 -0.558003 0.973 -1.020 0.400
H -3.607554 0.317058 0.009470 0.566 -0.849 0.074


8.
14
Properties=species:S:1:pos:R:3:forces:R:3 method="wB97M-V/def2-TZVPD" e_homo_ev=-9.467 de_lowest_ev=1.704 molar_mass_g_mol=89.11 lumo_energy_ev=1.1 energy_ha=-311.7567 total_charge=0 smiles=FCC1CNC1 fmax_ev_per_a=4.74 orbital_gap_ev=10.543
N -0.790569 0.417681 -1.871338 2.243 -0.459 2.048
C 0.547682 -0.665744 1.140159 1.216 0.514 -1.295
C 0.348542 0.351572 0.012860 -0.149 -3.223 -1.744
H 0.965182 1.218404 -0.002793 0.616 0.491 0.436
C -1.071535 0.632471 -0.379366 -0.669 2.984 -2.099
F 0.473301 -0.123651 2.384709 -0.641 0.775 1.230
H 1.590472 -0.994451 1.085499 -0.198 -0.631 -0.314
H 0.352334 -1.434331 -1.462825 -0.368 -1.801 0.069
H -1.337238 1.767842 -0.330191 -0.175 -2.194 0.676
H -1.386825 -0.226465 -2.287285 -1.841 -0.990 -0.952
C 0.458254 -0.398856 -1.509031 0.371 4.369 1.802
H -0.180818 -1.485537 1.073669 0.279 0.116 -0.112
H 1.361600 -0.102328 -2.075481 -0.518 -0.288 0.210
H -1.788090 -0.070699 0.048665 -0.165 0.338 0.045


What did the third record say?
14
Properties=species:S:1:pos:R:3:forces:R:3 method="wB97M-V/def2-TZVPD" e_homo_ev="-8.582 / -8.879" de_lowest_ev=7.933 molar_mass_g_mol=97.12 lumo_energy_ev="0.1 / -0.9" energy_ha=-324.4329 total_charge=0 fmax_ev_per_a=4.66 orbital_gap_ev="8.701 / 7.974"
H 0.956691 -2.302174 -1.407131 0.785 0.395 -0.152
N 0.037633 2.208200 1.312176 0.410 1.246 1.893
H 2.624772 -1.521228 -1.510086 2.465 2.561 -1.678
O -0.807997 2.427489 0.264723 0.613 0.375 -0.253
H 2.233478 -2.772537 -0.291311 0.977 -1.111 1.728
C -0.864889 1.228801 -0.395744 -0.950 -1.235 -1.266
C -0.276291 0.158176 0.400621 -1.596 0.194 -0.288
C -1.823345 0.173798 0.073303 1.691 -0.387 1.172
H 0.843757 0.585881 2.275991 0.315 0.280 0.143
H -2.188491 -0.583238 -0.578382 -0.098 -0.221 -0.747
H -2.471257 0.347592 0.920492 0.065 0.265 0.107
C 2.003021 -2.167662 -1.087552 -4.305 -1.774 0.137
C 0.297548 0.962934 1.430934 -0.070 -0.898 0.520
H -0.564631 1.253969 -1.408036 -0.301 0.310 -1.317